1.
This record from the Open Molecules 2025 dataset describes a molecular structure, C10H24AlBCl3CsF3KN2O18P2 in a non-equilibrium geometry. The level of theory is ωB97M-V with the def2-TZVPD basis set.

Positions of all 66 atoms, in Å:
C  -0.5925  -6.5693  2.7439
C  0.1701  -5.7674  1.5071
O  -0.8930  -5.0295  0.8043
C  -0.3280  -4.2406  -0.3154
O  0.0234  -2.9562  0.2442
P  0.0550  -1.7334  -0.9148
O  -0.4220  -2.1345  -2.2630
O  -0.9962  -0.5356  -0.3415
O  1.5382  -0.9384  -1.1085
P  2.4567  -0.7998  0.2911
O  3.5574  -1.8709  0.2356
O  1.5841  -0.8141  1.7032
O  3.2308  0.6508  0.1834
H  0.2063  -7.0220  3.4528
H  -1.2874  -5.7842  3.2935
H  -1.3306  -7.3900  2.3226
H  0.8948  -5.0160  1.9539
H  0.6961  -6.5067  0.8150
H  -1.1291  -4.2193  -1.1046
H  0.6154  -4.7870  -0.6158
H  -1.7862  -1.0595  -0.0684
H  0.7041  -0.4015  1.5315
H  2.8784  1.2934  0.8419
Cs  -2.0216  -4.9108  4.2314
C  4.8375  3.5662  -1.5573
C  3.3833  3.8812  -1.2450
O  3.1725  4.3104  0.0935
C  3.8375  5.5042  0.4826
C  3.4240  6.7185  -0.3290
H  5.2445  2.8538  -0.8328
H  4.9280  3.1415  -2.5596
H  5.4598  4.4628  -1.5182
H  2.7916  2.9698  -1.3697
H  2.9777  4.6106  -1.9485
H  4.9242  5.3602  0.4563
H  3.5737  5.6742  1.5297
H  3.7330  6.6286  -1.3725
H  3.8827  7.6226  0.0779
H  2.3384  6.8377  -0.3209
C  -3.2557  -8.1996  8.6330
O  -3.4837  -7.1340  8.0676
N  -4.1297  -9.2329  8.5921
N  -2.0825  -8.4084  9.3390
H  -3.9735  -10.1136  9.0416
H  -4.9820  -9.0900  8.0784
H  -1.4263  -7.6429  9.3505
H  -1.8409  -9.2611  9.8033
O  0.1468  7.4330  -1.9722
Cl  -0.2381  6.0440  -2.0500
O  -0.6752  5.5893  -0.7457
O  0.9013  5.2504  -2.4767
O  -1.3138  5.8828  -3.0073
F  -3.3101  6.4276  -3.8089
K  -2.6859  -6.4311  0.3347
Cl  -3.3581  -8.9329  11.0717
Al  3.2176  -3.8024  0.7679
B  -3.4584  5.4712  -6.9882
O  -3.9216  4.7141  -8.1593
C  -3.6671  5.4535  -9.2403
O  -3.9248  5.1244  -10.3645
C  -3.0245  6.7192  -8.8215
O  -2.6657  7.6052  -9.5448
O  -2.8992  6.7282  -7.4931
F  -2.3846  4.6913  -6.2815
F  -4.5335  5.7316  -6.1278
Cl  -3.3634  3.7833  -5.0081

Cartesian forces, eV/Å:
C 0.82 -0.41 -2.28
C -0.79 -0.95 1.69
O 2.65 1.00 -0.85
C -0.18 -1.62 1.18
O 0.35 1.10 -1.73
P -3.00 2.05 -3.19
O 1.18 -0.54 2.22
O 2.37 -2.75 0.51
O -1.08 -1.21 4.13
P 2.51 2.84 -0.37
O -2.27 -0.38 0.84
O 0.54 -0.11 -3.10
O -2.22 -2.83 0.68
H -1.50 0.62 -1.11
H 7.82 -8.91 -8.51
H 1.79 1.20 0.96
H -0.76 -1.02 -0.58
H -0.63 1.09 0.80
H 1.10 0.48 0.65
H -1.11 0.76 -0.15
H 0.23 0.79 -0.16
H 0.28 0.00 0.41
H 0.29 0.15 -0.58
Cs -7.66 8.86 9.76
C 0.12 0.09 0.14
C 0.13 0.17 -0.22
O 0.01 -0.56 0.32
C -0.05 0.31 -0.02
C -0.08 -0.07 -0.18
H 0.02 -0.04 -0.03
H -0.04 0.02 0.04
H -0.02 -0.05 -0.07
H -0.13 0.12 0.10
H -0.03 -0.05 0.06
H 0.04 0.00 -0.06
H -0.08 -0.20 -0.05
H -0.02 0.06 0.03
H 0.01 -0.07 0.03
H 0.07 0.00 -0.02
C 1.06 -0.65 0.06
O 0.08 0.65 -0.50
N -0.16 -0.16 -1.77
N 1.55 1.12 -4.24
H -0.04 0.24 0.35
H 0.12 0.08 0.10
H -0.22 -0.03 0.01
H 0.04 0.09 -0.17
O 0.16 -0.24 0.08
Cl -0.71 0.64 0.08
O 0.19 -0.15 0.05
O 0.19 -0.22 -0.06
O 0.86 -0.53 0.07
F -0.53 -0.07 -0.22
K -1.54 -0.94 -0.67
Cl -2.27 -1.17 5.76
Al 0.65 1.11 -0.33
B -2.69 2.28 -0.26
O 0.68 0.01 0.36
C -0.90 -1.81 -0.94
O 0.07 0.15 0.19
C 1.09 2.03 0.52
O -0.17 -0.28 -0.01
O 0.28 -0.97 -0.06
F -0.50 -0.21 0.77
F 1.25 -0.41 -0.98
Cl 0.79 -0.47 0.55

Its HOMO energy is -5.68 eV. The frontier orbital gap comes out at 1.09 eV. Its net charge is 0.

Results of the Löwdin charge analysis, in e, for atoms 1 through 8:
1 C -0.290
2 C -0.245
3 O -0.417
4 C -0.213
5 O -0.242
6 P 0.553
7 O -0.205
8 O -0.097


2.
This record from the Open Molecules 2025 dataset describes a molecular structure, C12H10BrCrF3O2 in a non-equilibrium geometry. The level of theory is ωB97M-V with the def2-TZVPD basis set.

Positions of all 29 atoms, in Å:
C  -1.1267  -1.2058  -2.3350
C  -1.2586  -2.2479  -1.3570
C  -1.8686  -1.6808  -0.1831
H  -0.9048  -3.2743  -1.4566
C  -2.1362  -0.3029  -0.4485
C  -1.6677  0.0034  -1.7666
H  -1.7421  0.9833  -2.2416
H  -0.6702  -1.3125  -3.3235
H  -2.1080  -2.1967  0.7457
H  -2.6580  0.3757  0.2200
Cr  0.0234  -0.7203  -0.5639
Br  1.1555  -2.2966  0.8584
C  2.2705  0.8986  0.0271
C  1.3842  1.6373  -0.8085
C  1.2274  0.9121  -2.0393
H  0.9651  2.6159  -0.5891
C  2.0201  -0.2942  -1.9458
C  2.7002  -0.2663  -0.6809
H  3.4528  -0.9725  -0.3435
H  2.5907  1.1916  1.0217
H  0.6904  1.2593  -2.9215
H  2.1267  -1.0576  -2.7193
F  -1.4043  2.3570  4.0932
C  -1.0072  1.0881  3.7578
F  -0.3849  0.5468  4.8405
F  -2.1353  0.3595  3.5177
C  -0.0482  1.1682  2.4962
O  1.1334  1.4151  2.7632
O  -0.6195  1.0165  1.3820

Cartesian forces, eV/Å:
C -0.67 -0.08 0.32
C -0.27 0.43 -0.17
C -0.58 0.33 -0.55
H -0.06 0.48 0.07
C -0.62 -0.69 -0.81
C -0.50 -0.65 0.20
H 0.23 -0.49 0.23
H -0.14 0.11 0.56
H 0.30 0.19 -0.36
H 0.59 -0.13 -0.08
Cr 2.55 1.87 0.21
Br -0.22 -0.84 0.63
C 0.66 -0.84 -0.98
C 0.07 -0.99 -1.15
C 0.37 0.33 1.00
H -0.09 -0.40 0.06
C -0.55 0.10 0.73
C -0.35 1.52 -0.22
H -0.48 0.05 0.00
H -0.27 -0.17 -0.25
H 0.06 -0.19 0.30
H 0.06 0.33 0.22
F 0.01 -0.80 0.12
C 0.36 -0.02 -0.45
F -0.73 0.41 -0.56
F 0.55 0.46 0.45
C 0.64 0.03 -0.30
O -0.89 -0.06 0.21
O -0.02 -0.28 0.57

The multiplicity is 4. Its HOMO energy (spin up / spin down) is -3.96 / -4.26 eV. The frontier orbital gap (spin up / spin down) comes out at 6.51 / 6.82 eV. Its net charge is -1.

Results of the natural (NBO) charge analysis, in e, for atoms 1 through 8:
1 C -0.288
2 C -0.286
3 C -0.286
4 H 0.255
5 C -0.229
6 C -0.295
7 H 0.248
8 H 0.245


3.
This record from the Open Molecules 2025 dataset describes 2 unconnected molecules or ions with the total composition C3H5NS3 in a non-equilibrium geometry. The level of theory is ωB97M-V with the def2-TZVPD basis set.

Positions of all 12 atoms, in Å:
C  1.9703  -0.1155  0.7051
C  1.2704  -1.1697  0.3681
C  0.3548  0.8689  -0.9548
N  -2.4012  -0.0739  -0.1229
S  1.6759  1.4888  0.1000
S  0.1887  -0.8209  -0.9740
S  -1.9355  1.5768  0.2229
H  2.8259  -0.3380  1.3400
H  1.2809  -2.1190  0.9434
H  0.2296  1.6914  -1.6837
H  -3.1924  -0.3049  -0.6152
H  -2.2673  -0.6840  0.6710

Cartesian forces, eV/Å:
C 2.09 0.79 1.59
C -1.25 -0.41 -0.60
C 0.24 2.49 1.55
N 2.56 1.31 2.18
S -0.47 -1.96 -0.58
S -0.68 -0.08 -0.66
S 0.61 -2.04 -1.18
H -0.24 0.78 0.42
H 0.08 0.62 -1.08
H -0.56 -1.61 -0.23
H -2.16 -0.02 -1.38
H -0.19 0.14 -0.04

Its HOMO energy (spin up / spin down) is -6.97 / -7.02 eV. The frontier orbital gap (spin up / spin down) comes out at 6.86 / 6.93 eV. Its net charge is 0.

Results of the natural (NBO) charge analysis, in e, for atoms 1 through 8:
1 C -0.383
2 C -0.426
3 C -0.612
4 N -0.971
5 S 0.415
6 S 0.509
7 S -0.047
8 H 0.243


4.
This record from the Open Molecules 2025 dataset describes C21H26N4O4S2 in the gas phase in a non-equilibrium geometry. The level of theory is ωB97M-V with the def2-TZVPD basis set.

Positions of all 57 atoms, in Å:
C  3.7133  2.7093  -2.3044
N  3.3335  1.3711  -1.9024
C  2.4306  1.3249  -0.7652
C  3.1265  1.6228  0.5713
N  4.2995  0.7969  0.7590
S  4.1787  -0.5499  1.7099
O  3.4241  -0.1791  2.8696
O  5.5045  -1.0707  1.8693
C  3.2106  -1.7557  0.7895
C  3.8403  -2.7284  0.0372
C  3.0705  -3.6223  -0.6925
C  1.6909  -3.5148  -0.6810
C  1.0625  -2.5205  0.0669
C  -0.4197  -2.4238  0.0247
O  -1.1557  -3.3567  -0.2486
N  -0.9136  -1.1867  0.2903
C  -2.2536  -0.9211  0.2849
S  -3.4071  -2.1422  -0.0705
C  -4.6892  -0.9775  0.1268
C  -4.2409  0.2634  0.4555
C  -2.8121  0.3126  0.5722
C  -1.9262  1.4173  0.9487
N  -2.4849  2.5208  1.4940
O  -0.7046  1.3663  0.7894
C  -5.1946  1.4126  0.6158
C  -6.5505  1.0871  -0.0130
C  -7.0390  -0.2790  0.4563
C  -6.1126  -1.3654  -0.0872
C  1.8363  -1.6476  0.8279
C  5.2032  0.7581  -0.3677
C  4.4559  0.4765  -1.6807
H  2.8067  3.2696  -2.5290
H  4.3091  2.6403  -3.2140
H  4.2888  3.2667  -1.5542
H  1.6167  2.0340  -0.9207
H  2.0031  0.3182  -0.7396
H  2.4592  1.4377  1.4114
H  3.4411  2.6719  0.6055
H  4.9175  -2.7817  0.0519
H  3.5472  -4.3985  -1.2714
H  1.0745  -4.1959  -1.2483
H  -0.3500  -0.3435  0.4601
H  -3.4393  2.5421  1.7991
H  -1.8566  3.2403  1.8128
H  -4.7839  2.3074  0.1419
H  -5.3465  1.6190  1.6823
H  -7.2706  1.8619  0.2563
H  -6.4534  1.0786  -1.1001
H  -8.0592  -0.4567  0.1139
H  -7.0381  -0.3081  1.5477
H  -6.3142  -2.3233  0.3969
H  -6.2916  -1.5010  -1.1589
H  1.4014  -0.9040  1.4775
H  5.9416  -0.0146  -0.1563
H  5.7181  1.7238  -0.4271
H  5.1445  0.5609  -2.5238
H  4.0571  -0.5436  -1.6601

Cartesian forces, eV/Å:
C -0.03 -0.10 0.03
N -0.05 -0.05 -0.11
C 0.01 0.07 0.13
C -0.64 0.19 -0.12
N 0.01 -0.80 0.71
S 0.17 0.26 0.03
O -0.30 -0.01 -0.21
O -0.06 -0.15 -0.33
C 0.40 0.39 0.41
C 0.09 -0.05 0.03
C 0.01 0.07 0.01
C -0.15 0.09 0.06
C 0.42 -0.08 0.04
C 0.00 0.06 0.02
O 0.36 -0.14 -0.04
N 0.31 0.22 0.12
C -0.35 0.05 0.04
S -0.56 0.62 0.08
C 0.39 0.00 0.05
C -0.18 -0.22 -0.01
C 0.31 -0.56 -0.17
C -0.22 0.04 0.02
N -0.01 0.28 0.09
O 0.35 0.08 0.02
C -0.14 0.01 -0.19
C -0.03 0.02 0.31
C 0.05 -0.02 -0.25
C -0.17 -0.05 0.01
C -0.23 -0.20 -0.05
C 0.34 -0.20 -0.58
C 0.10 0.02 0.11
H 0.01 0.10 -0.02
H 0.04 0.09 -0.03
H 0.04 0.09 0.00
H -0.05 -0.04 0.03
H -0.06 0.11 0.03
H -0.11 0.22 -0.03
H -0.02 -0.07 0.07
H 0.13 -0.07 -0.03
H 0.04 -0.06 -0.05
H -0.05 -0.06 -0.04
H -0.07 -0.28 -0.13
H -0.01 -0.02 -0.02
H -0.03 -0.06 0.00
H -0.01 0.03 0.09
H 0.01 0.13 0.02
H 0.00 0.02 -0.07
H -0.01 0.05 -0.07
H -0.02 -0.02 0.06
H -0.05 -0.01 0.07
H -0.06 -0.03 -0.04
H -0.08 -0.05 0.01
H -0.16 0.10 0.05
H 0.14 0.14 -0.17
H 0.01 -0.09 0.06
H 0.02 -0.07 0.00
H 0.10 0.02 -0.03

As for the SMILES: CN1CCN(S(=O)(=O)c2cccc(C(=O)Nc3sc4c(c3C(N)=O)CCCC4)c2)CC1. Its HOMO energy is -8.05 eV. The frontier orbital gap comes out at 8.11 eV. Its net charge is 0.

Results of the natural (NBO) charge analysis, in e, for atoms 1 through 8:
1 C -0.415
2 N -0.443
3 C -0.230
4 C -0.257
5 N -0.682
6 S 2.338
7 O -0.937
8 O -0.941